C41H56CaN9PS2Si3 as an isolated structure at a distorted geometry. Source: the OMol25 dataset; level of theory: ωB97M-V/def2-TZVPD.

Each line ends with the Löwdin charge.
Element x y z (Å)
Ca: 0.04 -0.07 1.25  1.277
C: 3.68 1.28 2.37  -0.043
C: 2.71 2.31 1.86  -0.292
C: 3.23 3.63 2.00  -0.009
C: 2.51 4.70 1.49  -0.057
C: 1.24 4.49 1.02  -0.003
C: 0.69 3.20 1.15  -0.206
N: 1.41 2.11 1.54  0.082
C: -0.69 3.02 0.63  -0.195
C: -1.57 4.13 0.52  0.004
C: -2.79 3.94 -0.04  -0.045
C: -3.08 2.77 -0.72  0.009
C: -2.18 1.70 -0.58  -0.205
N: -1.06 1.81 0.17  0.049
C: -2.45 0.36 -1.21  -0.189
C: -3.63 0.22 -1.99  -0.014
C: -3.83 -0.95 -2.68  -0.054
C: -2.95 -2.01 -2.49  -0.019
C: -1.86 -1.86 -1.58  -0.325
C: -0.97 -3.02 -1.42  -0.037
N: -1.62 -0.68 -0.93  0.124
H: 3.31 0.87 3.33  0.067
H: 4.64 1.81 2.56  0.090
H: 3.82 0.56 1.59  0.037
H: 4.25 3.78 2.35  0.114
H: 2.93 5.68 1.60  0.114
H: 0.67 5.29 0.57  0.113
H: -1.33 5.13 0.89  0.120
H: -3.55 4.68 0.05  0.111
H: -3.94 2.71 -1.34  0.097
H: -4.40 0.96 -2.00  0.095
H: -4.61 -1.03 -3.41  0.109
H: -3.12 -2.95 -3.02  0.121
H: -0.39 -3.16 -2.38  0.098
H: -1.55 -3.95 -1.27  0.095
H: -0.23 -2.82 -0.61  0.069
S: 1.37 3.69 -4.04  0.497
C: 2.34 2.83 -2.94  -1.042
S: 2.10 1.02 -2.66  0.500
C: 3.40 3.18 -2.11  -0.406
C: 4.15 2.26 -1.36  -0.334
N: 4.68 1.50 -0.67  0.140
C: 3.61 4.56 -1.72  -0.247
N: 3.75 5.67 -1.42  0.128
C: -1.36 -0.57 6.37  -0.197
Si: -0.66 -0.11 4.71  0.310
C: 1.24 -0.30 4.87  -0.188
C: -0.93 1.73 4.50  -0.191
C: -1.32 -1.03 3.21  -0.558
Si: -3.17 -0.81 2.93  0.353
C: -4.30 -1.20 4.41  -0.180
C: -3.53 0.99 2.50  -0.178
C: -3.85 -1.80 1.50  -0.191
Si: -0.88 -2.82 3.47  0.388
C: -0.36 -3.50 5.12  -0.182
C: -2.12 -4.08 2.85  -0.184
C: 0.61 -3.21 2.36  -0.282
C: 1.09 -4.47 2.36  -0.082
C: 2.40 -4.73 1.84  -0.033
C: 3.10 -3.72 1.23  -0.070
C: 2.52 -2.46 1.14  -0.134
N: 1.28 -2.18 1.62  -0.061
H: -0.66 -0.31 7.19  0.045
H: -1.80 -1.54 6.54  0.001
H: -2.15 0.20 6.53  0.034
H: 1.62 -0.42 3.79  0.009
H: 1.55 -1.24 5.38  0.024
H: 1.75 0.58 5.34  0.043
H: -0.09 2.29 5.00  0.047
H: -1.87 2.19 4.91  0.052
H: -0.90 2.01 3.44  -0.018
H: -3.80 -1.14 5.45  0.034
H: -4.77 -2.20 4.40  0.021
H: -5.09 -0.42 4.43  0.024
H: -4.29 1.40 3.21  0.041
H: -3.97 1.04 1.48  0.019
H: -2.69 1.71 2.50  0.002
H: -4.65 -2.48 1.79  0.032
H: -3.08 -2.35 0.92  0.016
H: -4.30 -1.05 0.82  0.024
H: -1.16 -3.41 5.90  0.046
H: 0.53 -3.00 5.57  0.028
H: -0.06 -4.57 4.94  0.041
H: -3.17 -3.80 3.07  0.021
H: -1.93 -5.04 3.39  0.044
H: -2.05 -4.25 1.77  0.029
H: 0.54 -5.29 2.74  0.090
H: 2.83 -5.71 1.95  0.103
H: 4.05 -3.94 0.74  0.108
H: 3.12 -1.60 0.73  0.121
C: 2.58 -0.73 -7.23  -0.130
N: 2.13 0.71 -7.43  -0.130
C: 0.62 0.65 -7.40  -0.116
N: 0.12 0.07 -6.16  -0.189
C: 0.65 -1.25 -5.85  -0.150
N: 2.15 -1.26 -5.94  -0.177
C: 2.89 -0.61 -4.86  -0.317
P: 2.03 1.02 -4.71  0.471
C: 2.65 1.59 -6.37  -0.282
C: 0.22 0.91 -5.01  -0.344
H: 3.66 -0.79 -7.31  0.128
H: 2.09 -1.36 -8.00  0.136
H: 2.42 1.00 -8.36  0.152
H: 0.25 0.06 -8.24  0.132
H: 0.24 1.69 -7.51  0.150
H: 0.32 -2.00 -6.60  0.131
H: 0.35 -1.58 -4.84  0.129
H: 3.92 -0.45 -5.24  0.087
H: 3.03 -1.12 -3.90  0.065
H: 3.75 1.51 -6.46  0.103
H: 2.40 2.67 -6.55  0.084
H: -0.10 1.95 -5.14  0.028
H: -0.34 0.53 -4.14  0.082

Properties
- Charge: 0
- Orbital gap (spin up / spin down): 0.1103 / 0.1103 hartree
- HOMO (spin up / spin down): -3.65 / -3.65 eV
- E_LUMO (spin up / spin down): -0.65 / -0.64 eV

C41H58AsF6N3O5SV as an isolated structure at a distorted geometry. Source: the OMol25 dataset; level of theory: ωB97M-V/def2-TZVPD.

Each line ends with the Löwdin charge.
Element x y z (Å)
V: 0.48 -1.04 0.00  1.156
C: -0.08 2.50 -2.55  -0.094
N: -1.16 1.64 -2.09  -0.254
C: -2.08 1.35 -3.18  -0.077
C: -1.80 2.18 -0.91  -0.183
C: -1.06 1.93 0.40  -0.109
N: -0.98 0.54 0.96  -0.135
C: -0.52 0.67 2.37  -0.121
C: 0.83 1.25 2.59  -0.131
C: 1.06 2.35 3.39  0.033
C: 2.36 2.75 3.69  -0.142
C: 3.40 1.97 3.19  0.039
C: 3.23 0.85 2.37  -0.066
C: 1.91 0.57 2.04  -0.200
O: 1.53 -0.39 1.14  -0.213
C: 4.48 0.06 1.98  -0.512
C: 5.47 1.00 1.27  -0.032
C: 5.12 -0.46 3.28  -0.034
C: 4.25 -1.16 1.09  -0.027
C: 2.59 3.96 4.59  -0.558
C: 2.08 3.64 6.00  -0.042
C: 4.07 4.34 4.67  -0.064
C: 1.82 5.17 4.03  -0.048
C: -2.32 -0.08 1.09  -0.112
C: -2.98 -0.69 -0.10  -0.136
C: -4.34 -0.50 -0.28  0.016
C: -5.03 -1.18 -1.27  -0.154
C: -4.33 -2.13 -2.00  0.019
C: -2.97 -2.40 -1.84  -0.057
C: -2.29 -1.56 -0.94  -0.177
O: -0.93 -1.51 -0.84  -0.188
C: -2.39 -3.60 -2.60  -0.519
C: -1.25 -4.29 -1.86  -0.031
C: -3.50 -4.66 -2.78  -0.061
C: -1.94 -3.15 -4.00  -0.023
C: -6.51 -0.94 -1.57  -0.557
C: -7.13 0.07 -0.61  -0.067
C: -7.28 -2.26 -1.44  -0.042
C: -6.65 -0.41 -3.00  -0.041
H: -0.44 3.52 -2.76  0.093
H: 0.34 2.09 -3.47  0.092
H: 0.71 2.56 -1.81  0.057
H: -2.44 2.25 -3.68  0.089
H: -2.94 0.80 -2.80  0.072
H: -1.57 0.72 -3.92  0.086
H: -2.80 1.78 -0.85  0.106
H: -1.91 3.27 -0.98  0.129
H: -1.59 2.53 1.16  0.133
H: -0.03 2.31 0.35  0.122
H: -0.54 -0.34 2.79  0.125
H: -1.26 1.27 2.91  0.137
H: 0.20 2.87 3.81  0.120
H: 4.41 2.24 3.45  0.096
H: 5.90 1.73 1.96  0.079
H: 4.97 1.55 0.47  0.070
H: 6.29 0.42 0.85  0.088
H: 5.37 0.36 3.96  0.077
H: 6.03 -1.00 3.05  0.090
H: 4.43 -1.13 3.80  0.097
H: 3.84 -0.90 0.12  0.072
H: 3.60 -1.89 1.56  0.077
H: 5.22 -1.64 0.91  0.095
H: 2.60 2.77 6.41  0.091
H: 1.01 3.43 6.00  0.079
H: 2.26 4.49 6.66  0.085
H: 4.66 3.56 5.14  0.085
H: 4.18 5.24 5.28  0.086
H: 4.49 4.54 3.69  0.091
H: 0.75 4.99 4.02  0.074
H: 2.13 5.39 3.00  0.092
H: 2.01 6.05 4.64  0.085
H: -3.00 0.68 1.52  0.139
H: -2.22 -0.86 1.84  0.130
H: -4.85 0.19 0.38  0.111
H: -4.87 -2.72 -2.73  0.098
H: -1.52 -4.50 -0.82  0.091
H: -0.33 -3.72 -1.87  0.056
H: -1.04 -5.25 -2.34  0.091
H: -3.98 -4.89 -1.83  0.098
H: -3.04 -5.58 -3.16  0.085
H: -4.26 -4.36 -3.50  0.074
H: -1.11 -2.45 -3.93  0.062
H: -2.76 -2.67 -4.53  0.088
H: -1.61 -4.02 -4.58  0.092
H: -7.08 -0.26 0.42  0.088
H: -8.19 0.21 -0.86  0.086
H: -6.65 1.05 -0.69  0.085
H: -7.14 -2.70 -0.45  0.093
H: -6.96 -3.00 -2.18  0.078
H: -8.35 -2.09 -1.59  0.085
H: -6.12 0.54 -3.12  0.087
H: -7.70 -0.25 -3.25  0.086
H: -6.24 -1.11 -3.73  0.081
O: 2.44 1.82 -0.58  0.093
C: 2.46 0.90 -1.36  -0.492
N: 1.47 -0.06 -1.47  -0.134
S: 1.78 -1.16 -2.64  0.653
O: 0.91 -1.02 -3.77  -0.262
O: 1.81 -2.42 -1.95  -0.291
C: 3.37 -0.53 -3.05  -0.209
C: 4.29 -1.01 -3.97  -0.017
C: 5.45 -0.28 -4.13  -0.053
C: 5.67 0.90 -3.41  -0.049
C: 4.73 1.36 -2.50  0.005
C: 3.57 0.62 -2.33  -0.131
H: 4.11 -1.92 -4.53  0.126
H: 6.21 -0.62 -4.82  0.110
H: 6.58 1.45 -3.56  0.110
H: 4.88 2.27 -1.93  0.123
F: 1.14 -2.16 3.01  -0.220
As: 0.62 -3.60 2.20  0.778
F: 1.50 -3.07 0.73  -0.270
F: 1.99 -4.43 2.79  -0.206
F: 0.06 -4.96 1.31  -0.207
F: -0.40 -3.98 3.52  -0.213
F: -0.67 -2.58 1.46  -0.260

Properties
- Charge: 0
- Orbital gap (spin up / spin down): 0.2586 / 0.2890 hartree
- HOMO (spin up / spin down): -8.51 / -8.59 eV
- E_LUMO (spin up / spin down): -1.47 / -0.72 eV
- ΔE to the lowest compared entry with this formula, charge and spin: 111.1 kJ/mol
- Multiplicity: 2
- ⟨S²⟩: 0.77

C41H59BF4LaN3O6 as an isolated structure at a distorted geometry. Source: the OMol25 dataset; level of theory: ωB97M-V/def2-TZVPD.

Each line ends with the Löwdin charge.
Element x y z (Å)
La: 1.41 0.33 0.66  2.200
C: 3.27 -2.57 1.24  -0.099
N: 3.28 -1.76 0.03  -0.317
C: 4.63 -1.25 -0.24  -0.089
C: 2.81 -2.52 -1.14  -0.188
C: 1.65 -1.88 -1.86  -0.180
N: 0.52 -1.48 -1.01  -0.241
C: 0.02 -2.68 -0.31  -0.143
C: -1.06 -2.54 0.74  -0.140
C: -2.24 -3.18 0.58  -0.005
C: -3.13 -3.27 1.64  -0.167
C: -2.75 -2.79 2.88  0.010
C: -1.56 -2.11 3.09  -0.080
C: -0.71 -1.90 1.96  -0.272
O: 0.43 -1.22 2.02  -0.355
C: -1.17 -1.68 4.53  -0.528
C: 0.05 -2.55 4.96  -0.031
C: -2.29 -1.92 5.54  -0.071
C: -0.82 -0.19 4.49  -0.053
C: -4.49 -3.97 1.45  -0.531
C: -5.42 -3.89 2.68  -0.078
C: -4.28 -5.49 1.17  -0.062
C: -5.31 -3.43 0.24  -0.057
C: -0.55 -1.03 -1.94  -0.129
C: -0.26 0.21 -2.75  -0.153
C: -0.28 0.14 -4.14  0.009
C: -0.19 1.30 -4.87  -0.158
C: -0.17 2.50 -4.17  0.007
C: -0.13 2.62 -2.82  -0.082
C: -0.11 1.41 -2.06  -0.295
O: -0.05 1.38 -0.73  -0.350
C: -0.21 3.99 -2.10  -0.521
C: -0.29 5.16 -3.08  -0.064
C: -1.50 3.93 -1.28  -0.044
C: 1.04 4.21 -1.24  -0.022
C: 0.00 1.30 -6.41  -0.545
C: 0.21 2.72 -6.96  -0.083
C: 1.21 0.49 -6.92  -0.050
C: -1.26 0.74 -7.08  -0.062
H: 3.91 -3.46 1.10  0.100
H: 2.25 -2.86 1.50  0.069
H: 3.71 -1.98 2.04  0.076
H: 5.36 -2.09 -0.35  0.112
H: 4.91 -0.57 0.58  0.078
H: 4.62 -0.64 -1.12  0.076
H: 2.60 -3.56 -0.82  0.122
H: 3.64 -2.63 -1.85  0.129
H: 1.30 -2.60 -2.65  0.145
H: 1.97 -0.97 -2.36  0.126
H: 0.87 -3.15 0.17  0.094
H: -0.29 -3.43 -1.08  0.141
H: -2.42 -3.67 -0.38  0.122
H: -3.45 -2.93 3.71  0.086
H: -0.22 -3.62 4.92  0.093
H: 0.39 -2.34 5.97  0.071
H: 0.90 -2.32 4.28  0.083
H: -2.50 -2.99 5.56  0.081
H: -3.17 -1.31 5.28  0.100
H: -1.95 -1.60 6.51  0.077
H: 0.09 -0.10 3.93  0.043
H: -0.67 0.24 5.49  0.094
H: -1.61 0.36 3.95  0.095
H: -5.11 -4.54 3.47  0.072
H: -6.44 -4.19 2.39  0.083
H: -5.48 -2.87 3.11  0.089
H: -3.66 -5.99 1.92  0.087
H: -3.84 -5.64 0.18  0.078
H: -5.27 -6.01 1.20  0.086
H: -5.56 -2.37 0.33  0.087
H: -6.21 -4.04 0.17  0.074
H: -4.75 -3.56 -0.72  0.078
H: -1.42 -0.81 -1.30  0.144
H: -0.78 -1.86 -2.60  0.121
H: -0.34 -0.84 -4.63  0.122
H: -0.16 3.40 -4.75  0.076
H: -1.09 5.06 -3.81  0.082
H: 0.64 5.23 -3.63  0.089
H: -0.45 6.08 -2.52  0.083
H: -2.37 3.92 -1.93  0.088
H: -1.62 4.81 -0.64  0.082
H: -1.51 3.04 -0.65  0.066
H: 1.90 3.85 -1.81  0.093
H: 0.97 3.63 -0.33  0.061
H: 1.11 5.26 -0.99  0.082
H: 1.03 3.26 -6.49  0.086
H: -0.68 3.35 -6.83  0.090
H: 0.44 2.70 -8.03  0.079
H: 2.14 0.87 -6.45  0.092
H: 1.24 0.68 -8.00  0.076
H: 1.11 -0.58 -6.70  0.076
H: -2.14 1.25 -6.70  0.088
H: -1.40 -0.33 -6.91  0.078
H: -1.23 0.95 -8.15  0.079
O: -1.55 3.42 2.83  0.158
C: -0.54 2.60 2.62  -0.472
O: -0.59 1.72 1.80  0.017
C: 0.69 2.86 3.44  -0.170
C: 0.77 3.81 4.45  0.042
C: 2.00 4.00 5.05  -0.017
C: 3.09 3.22 4.66  0.039
C: 2.88 2.23 3.69  -0.133
N: 1.69 2.10 3.06  0.151
C: 3.92 1.24 3.22  -0.431
O: 5.17 1.28 3.67  0.181
O: 3.58 0.35 2.49  0.034
H: -2.23 3.19 2.16  0.164
H: -0.12 4.40 4.70  0.134
H: 2.12 4.72 5.84  0.115
H: 4.06 3.32 5.14  0.117
H: 5.40 2.13 4.02  0.101
F: 3.20 1.12 -1.04  -0.060
B: 4.07 2.19 -0.46  -1.207
F: 4.10 3.25 -1.31  0.182
F: 3.32 2.48 0.74  0.033
F: 5.33 1.72 -0.17  0.159

Properties
- Charge: 0
- Orbital gap: 0.2184 hartree
- HOMO: -7.14 eV
- E_LUMO: -1.20 eV
- ΔE to the lowest compared entry with this formula, charge and spin: 83.9 kJ/mol

C41H59Br2N9Sb2W as an isolated structure at a distorted geometry. Source: the OMol25 dataset; level of theory: ωB97M-V/def2-TZVPD.

Each line ends with the Löwdin charge.
Element x y z (Å)
W: -0.08 -0.78 0.11  0.936
C: -4.24 0.50 1.69  -0.002
N: -3.68 1.47 0.76  -0.109
C: -4.49 2.69 0.67  0.005
C: -2.49 1.34 0.17  -0.324
N: -1.44 0.63 0.80  -0.069
C: -1.41 0.81 2.22  -0.277
C: -1.83 1.93 2.93  -0.017
C: -1.86 1.89 4.32  -0.023
C: -1.50 0.73 5.00  -0.019
C: -0.97 -0.34 4.30  -0.008
C: -0.84 -0.25 2.91  -0.248
N: -0.12 -1.18 2.10  -0.075
C: 0.72 -2.03 2.87  -0.373
N: 0.58 -3.35 2.80  -0.122
C: -0.66 -4.00 2.44  -0.023
C: 1.70 -4.27 3.05  -0.014
N: 1.63 -1.49 3.67  -0.126
C: 2.09 -0.11 3.55  -0.034
C: 2.05 -2.15 4.92  0.007
N: -2.30 1.89 -1.04  -0.104
C: -1.10 2.63 -1.41  -0.008
C: -3.43 2.22 -1.92  -0.026
H: -4.33 0.95 2.68  0.114
H: -3.60 -0.37 1.76  0.045
H: -5.23 0.21 1.34  0.122
H: -4.76 2.96 1.69  0.115
H: -5.40 2.52 0.10  0.115
H: -3.92 3.50 0.24  0.099
H: -2.17 2.82 2.42  0.129
H: -2.20 2.76 4.87  0.130
H: -1.60 0.68 6.07  0.130
H: -0.64 -1.22 4.84  0.126
H: -1.47 -3.28 2.41  0.049
H: -0.90 -4.75 3.19  0.127
H: -0.55 -4.50 1.47  0.063
H: 2.63 -3.72 3.03  0.070
H: 1.69 -5.02 2.26  0.107
H: 1.59 -4.78 4.01  0.115
H: 2.07 0.20 2.52  0.038
H: 3.12 -0.08 3.92  0.112
H: 1.48 0.55 4.17  0.111
H: 1.38 -2.98 5.14  0.098
H: 1.96 -1.41 5.71  0.118
H: 3.08 -2.49 4.86  0.114
H: -0.25 2.32 -0.81  0.052
H: -1.27 3.70 -1.27  0.122
H: -0.88 2.46 -2.47  0.086
H: -4.27 1.55 -1.73  0.103
H: -3.09 2.10 -2.95  0.095
H: -3.76 3.25 -1.81  0.109
Br: 1.39 -2.94 -0.41  0.715
C: 3.35 -3.01 0.01  -0.883
Br: 4.04 -1.73 1.19  0.809
H: 3.79 -2.90 -0.97  0.020
H: 3.47 -4.02 0.40  0.019
C: -3.67 -2.70 1.21  -0.264
Sb: -2.33 -2.43 -0.42  1.317
C: -2.01 -4.46 -0.93  -0.255
C: -3.79 -1.93 -1.90  -0.274
C: -3.54 -2.43 -3.29  -0.288
C: -4.15 -3.61 -3.70  -0.038
C: -3.99 -4.10 -4.99  -0.031
C: -3.22 -3.38 -5.89  -0.029
C: -2.62 -2.20 -5.50  -0.035
C: -2.76 -1.71 -4.21  -0.297
C: -2.12 -0.42 -3.82  -0.276
Sb: -0.28 -0.71 -2.76  1.280
C: 0.30 -2.55 -3.63  -0.287
C: 1.02 0.55 -3.87  -0.262
H: -3.29 -2.34 2.17  0.005
H: -3.85 -3.77 1.28  0.041
H: -4.60 -2.20 0.97  0.020
H: -2.87 -4.77 -1.52  0.027
H: -1.96 -5.08 -0.03  0.017
H: -1.11 -4.61 -1.52  0.002
H: -4.67 -2.42 -1.49  0.078
H: -3.97 -0.85 -1.85  0.050
H: -4.80 -4.15 -3.01  0.123
H: -4.49 -5.01 -5.29  0.125
H: -3.11 -3.74 -6.91  0.125
H: -2.05 -1.63 -6.23  0.126
H: -2.77 0.21 -3.23  0.016
H: -1.81 0.14 -4.70  0.080
H: 0.07 -2.49 -4.70  0.033
H: -0.26 -3.39 -3.22  0.003
H: 1.37 -2.71 -3.50  0.010
H: 0.63 0.56 -4.89  0.032
H: 2.01 0.12 -3.88  0.019
H: 1.06 1.57 -3.49  0.010
N: 5.49 3.80 -1.11  0.195
C: 6.14 4.96 -0.79  -0.146
C: 7.29 5.56 -1.31  0.015
C: 7.64 6.75 -0.72  -0.004
C: 6.90 7.34 0.35  -0.026
C: 5.78 6.76 0.86  0.023
C: 5.38 5.53 0.28  -0.193
N: 4.34 4.75 0.58  0.214
C: 4.41 3.70 -0.26  -0.268
C: 3.46 2.67 -0.22  -0.085
C: 2.42 2.71 0.74  0.036
C: 1.48 1.74 0.79  -0.159
N: 1.46 0.65 -0.06  -0.183
C: 2.48 0.60 -0.98  -0.205
C: 3.45 1.54 -1.09  0.025
H: 5.80 3.14 -1.80  0.170
H: 7.86 5.12 -2.11  0.125
H: 8.53 7.27 -1.07  0.128
H: 7.26 8.28 0.75  0.124
H: 5.21 7.20 1.66  0.127
H: 2.38 3.54 1.43  0.133
H: 0.69 1.77 1.53  0.101
H: 2.49 -0.28 -1.62  0.074
H: 4.21 1.40 -1.84  0.128

Properties
- Charge: +4
- Orbital gap (spin up / spin down): 0.1716 / 0.1710 hartree
- HOMO (spin up / spin down): -16.47 / -16.45 eV
- E_LUMO (spin up / spin down): -11.80 / -11.80 eV

DFT total energy: -129865.44008 -171838.92623 -72649.13555 -211834.78502 (eV)